C51H73NO22S | ωB97M-V with the def2-TZVPD basis set

Geometry (Å):
C1 4.37 -3.27 0.38
C2 2.89 -2.76 -0.09
C3 2.67 -1.34 0.67
C4 2.84 -2.61 -1.70
C5 1.35 -2.12 -2.08
C6 1.01 -0.64 -2.47
C7 -0.47 -0.22 -2.81
O1 -0.84 1.14 -3.14
C8 -1.90 1.48 -2.20
C9 -1.96 3.06 -1.83
C10 -3.51 3.31 -1.35
C11 -1.06 3.26 -0.51
C12 0.46 2.76 -0.64
C13 1.26 3.45 0.61
C14 1.22 3.23 -1.97
C15 -1.66 -1.25 -2.82
C16 -1.32 -2.71 -2.43
C17 0.16 -3.11 -2.06
S1 0.36 -4.91 -1.56
C18 -1.20 -5.19 -0.57
C19 -1.20 -6.03 0.73
C20 -2.53 -6.17 1.51
C21 -3.81 -5.48 0.98
C22 -3.82 -4.64 -0.35
C23 -2.48 -4.47 -1.16
N1 -2.43 -3.69 -2.42
H1 5.10 -2.84 -0.39
H2 4.57 -2.86 1.44
H3 4.43 -4.41 0.48
H4 2.08 -3.47 0.28
H5 1.57 -1.02 0.68
H6 2.97 -1.45 1.78
H7 3.37 -0.55 0.22
H8 3.59 -1.80 -2.02
H9 3.05 -3.59 -2.26
H10 1.85 0.14 -2.51
H11 -1.82 0.93 -1.19
H12 -2.92 1.22 -2.68
H13 -1.69 3.75 -2.70
H14 -4.14 3.69 -2.23
H15 -3.89 2.28 -1.00
H16 -3.53 3.99 -0.43
H17 -1.55 2.70 0.37
H18 -1.02 4.38 -0.23
H19 0.50 1.63 -0.47
H20 0.80 3.19 1.62
H21 1.16 4.60 0.49
H22 2.39 3.21 0.57
H23 0.54 3.94 -2.55
H24 1.48 2.37 -2.69
H25 2.23 3.70 -1.68
H26 -2.73 -0.93 -3.09
H27 -0.19 -6.47 1.05
H28 -2.60 -6.74 2.49
H29 -4.77 -5.58 1.60
H30 -4.76 -4.14 -0.77
H31 -3.30 -3.14 -2.52
C24 -3.34 -0.65 3.34
C25 -1.99 -0.09 3.73
C26 -1.94 1.41 3.75
O2 -0.57 1.68 3.45
C27 -0.12 0.62 2.73
O3 0.93 0.60 2.15
O4 -1.00 -0.41 2.76
H32 -3.33 -1.74 3.42
H33 -4.14 -0.25 3.97
H34 -3.57 -0.42 2.29
H35 -1.68 -0.51 4.70
H36 -2.21 1.83 4.72
H37 -2.56 1.88 2.98
C28 -8.27 -0.90 2.04
C29 -7.59 0.44 2.25
C30 -7.69 1.35 1.06
O5 -6.50 2.14 1.18
C31 -5.59 1.38 1.85
O6 -4.43 1.65 1.95
O7 -6.17 0.28 2.39
H38 -8.23 -1.48 2.96
H39 -9.31 -0.77 1.74
H40 -7.75 -1.49 1.27
H41 -7.97 0.92 3.15
H42 -8.57 1.98 1.09
H43 -7.66 0.83 0.10
C32 6.83 0.92 1.87
C33 7.19 -0.14 0.84
C34 8.30 0.28 -0.08
O8 8.00 -0.45 -1.27
C35 6.66 -0.67 -1.26
O9 6.03 -1.08 -2.20
O10 6.11 -0.36 -0.05
H44 6.08 0.53 2.56
H45 7.71 1.23 2.44
H46 6.38 1.79 1.39
H47 7.42 -1.08 1.34
H48 9.28 0.01 0.30
H49 8.29 1.35 -0.32
C36 -12.14 -5.49 0.01
C37 -11.34 -4.20 0.01
C38 -9.88 -4.40 0.31
O11 -9.52 -3.17 0.91
C39 -10.65 -2.66 1.48
O12 -10.67 -1.73 2.24
O13 -11.75 -3.35 1.07
H50 -13.17 -5.29 -0.29
H51 -11.71 -6.23 -0.67
H52 -12.19 -5.92 1.02
H53 -11.48 -3.67 -0.94
H54 -9.29 -4.58 -0.59
H55 -9.69 -5.21 1.03
C40 6.69 0.51 -6.12
C41 8.01 1.04 -5.60
C42 8.39 0.49 -4.26
O14 9.18 1.54 -3.71
C43 8.75 2.69 -4.29
O15 9.06 3.79 -3.91
O16 7.94 2.44 -5.35
H56 6.51 0.88 -7.13
H57 6.68 -0.58 -6.14
H58 5.86 0.87 -5.50
H59 8.80 0.87 -6.34
H60 8.98 -0.43 -4.34
H61 7.54 0.31 -3.60
C44 -7.15 5.51 6.02
C45 -7.69 4.11 6.22
C46 -6.62 3.05 6.18
O17 -7.34 1.92 5.70
C47 -8.38 2.39 4.97
O18 -9.07 1.72 4.25
O19 -8.54 3.73 5.14
H62 -7.96 6.24 6.14
H63 -6.36 5.74 6.73
H64 -6.76 5.64 5.00
H65 -8.27 4.06 7.15
H66 -6.20 2.85 7.16
H67 -5.81 3.27 5.48
C48 11.90 2.49 -2.97
C49 13.26 1.89 -2.67
C50 14.17 1.84 -3.86
O20 14.99 0.71 -3.58
C51 14.26 -0.11 -2.78
O21 14.56 -1.24 -2.51
O22 13.13 0.51 -2.33
H68 11.31 2.58 -2.05
H69 11.99 3.49 -3.41
H70 11.33 1.85 -3.65
H71 13.72 2.41 -1.83
H72 14.77 2.75 -3.96
H73 13.64 1.66 -4.81

HOMO level ... -7.35 eV
SMILES string ... CC(C)Cc1cc(OC[C@@H](C)CC(C)C)cc2c1Sc1ccccc1N2.C[C@@H]1COC(=O)O1.C[C@@H]1COC(=O)O1.C[C@@H]1COC(=O)O1.C[C@@H]1COC(=O)O1.C[C@@H]1COC(=O)O1.C[C@@H]1COC(=O)O1.C[C@@H]1COC(=O)O1
Energy above the lowest of the compared OMol25 structures with the same formula, charge and spin ... 275.4 kcal per mole

Mulliken population analysis, charges in e, atoms 1 to 6: -0.890 0.852 -0.949 -0.576 -0.056 -0.267

C51H74N2O2S2 | ωB97M-V with the def2-TZVPD basis set

Geometry (Å):
C1 -1.83 -2.63 0.47
C2 -3.15 -2.44 1.22
C3 -4.25 -1.76 0.43
C4 -4.23 -0.23 0.39
N1 -3.01 0.44 -0.12
C5 -3.24 1.31 -1.30
C6 -2.83 0.67 -2.63
C7 -3.11 -0.82 -2.72
C8 -2.52 -1.49 -3.97
C9 -1.51 -2.61 -3.65
C10 -0.13 -2.26 -4.16
N2 0.38 -1.05 -3.46
C11 0.91 -0.07 -4.38
O1 2.20 -0.41 -4.89
C12 2.27 -0.59 -6.30
C13 2.37 -2.05 -6.73
C14 3.14 -2.91 -5.72
O2 -2.05 -3.79 -4.25
C15 -1.17 -4.89 -4.34
C16 -0.55 -5.38 -3.02
C17 -1.02 -6.79 -2.66
C18 -2.36 1.15 0.91
S1 -2.97 2.44 1.67
S2 -0.75 0.59 1.42
C19 0.32 0.94 -0.01
C20 1.74 0.63 0.43
C21 2.02 -0.88 0.32
H1 -1.85 -3.53 -0.14
H2 -1.59 -1.80 -0.18
H3 -1.03 -2.74 1.20
H4 -2.99 -1.95 2.17
H5 -3.51 -3.44 1.45
H6 -4.32 -2.19 -0.57
H7 -5.19 -1.99 0.92
H8 -4.38 0.11 1.41
H9 -5.11 0.08 -0.18
H10 -2.63 2.19 -1.17
H11 -4.27 1.67 -1.33
H12 -3.39 1.16 -3.42
H13 -1.78 0.84 -2.82
H14 -2.72 -1.28 -1.82
H15 -4.19 -0.94 -2.74
H16 -3.32 -1.89 -4.58
H17 -2.02 -0.74 -4.58
H18 -1.52 -2.74 -2.57
H19 0.59 -3.05 -3.97
H20 -0.15 -2.08 -5.23
H21 1.13 -1.36 -2.85
H22 0.17 0.06 -5.17
H23 1.02 0.88 -3.85
H24 3.19 -0.12 -6.62
H25 1.47 -0.08 -6.83
H26 2.95 -2.05 -7.65
H27 1.40 -2.50 -6.92
H28 3.62 -3.74 -6.23
H29 3.88 -2.35 -5.17
H30 2.48 -3.36 -5.00
H31 -1.76 -5.71 -4.73
H32 -0.37 -4.73 -5.08
H33 0.52 -5.44 -3.16
H34 -0.80 -4.74 -2.17
H35 -2.09 -6.87 -2.76
H36 -0.81 -6.94 -1.60
H37 -0.50 -7.55 -3.23
H38 0.20 1.97 -0.31
H39 0.06 0.26 -0.82
H40 1.87 0.94 1.46
H41 2.45 1.20 -0.16
H42 2.66 -1.24 1.11
H43 2.48 -1.09 -0.64
H44 1.07 -1.40 0.35
C22 -6.06 -2.85 6.25
C23 -6.35 -2.19 5.07
C24 -5.45 -1.28 4.54
C25 -4.26 -1.02 5.20
C26 -3.97 -1.67 6.39
C27 -4.87 -2.59 6.92
H45 -6.76 -3.57 6.66
H46 -7.28 -2.39 4.55
H47 -5.67 -0.77 3.61
H48 -3.55 -0.31 4.79
H49 -3.04 -1.47 6.91
H50 -4.65 -3.10 7.85
C28 -1.62 5.92 -1.64
C29 -2.81 5.20 -1.63
C30 -3.81 5.51 -2.54
C31 -3.62 6.53 -3.46
C32 -2.43 7.24 -3.47
C33 -1.43 6.94 -2.56
H51 -0.84 5.67 -0.93
H52 -2.96 4.41 -0.91
H53 -4.74 4.95 -2.54
H54 -4.40 6.77 -4.18
H55 -2.29 8.04 -4.19
H56 -0.51 7.50 -2.56
C34 0.89 3.29 5.15
C35 1.13 2.14 4.41
C36 2.12 1.25 4.82
C37 2.87 1.52 5.95
C38 2.63 2.68 6.69
C39 1.64 3.56 6.28
H57 0.11 3.97 4.84
H58 0.55 1.93 3.52
H59 2.31 0.35 4.24
H60 3.65 0.83 6.27
H61 3.22 2.89 7.57
H62 1.45 4.46 6.86
C40 5.24 3.72 -4.77
C41 5.10 2.36 -4.55
C42 4.09 1.89 -3.72
C43 3.22 2.79 -3.11
C44 3.37 4.16 -3.33
C45 4.38 4.62 -4.16
H63 6.03 4.08 -5.42
H64 5.77 1.66 -5.02
H65 3.97 0.83 -3.55
H66 2.43 2.43 -2.47
H67 2.69 4.86 -2.86
H68 4.49 5.68 -4.34
C46 7.51 -0.83 8.88
C47 7.25 0.54 8.98
C48 5.95 1.01 8.91
C49 4.90 0.11 8.75
C50 5.15 -1.25 8.64
C51 6.46 -1.72 8.71
H69 8.52 -1.19 8.93
H70 8.07 1.23 9.10
H71 5.75 2.07 8.99
H72 3.88 0.48 8.70
H73 4.33 -1.94 8.51
H74 6.65 -2.78 8.63

HOMO level ... -8.30 eV
SMILES string ... CCCCN(CCCC[C@H](CNCOCCC)OCCC)C(=S)SCCC.c1ccccc1.c1ccccc1.c1ccccc1.c1ccccc1.c1ccccc1

Mulliken population analysis, charges in e, atoms 1 to 6: -0.281 -0.755 -0.703 -1.224 0.915 -0.951

C51H74N3O2SSe2SiW | ωB97M-V with the def2-TZVPD basis set

Geometry (Å):
W1 1.04 0.52 0.45
C1 -2.63 -5.98 1.68
C2 -1.30 -6.17 0.93
C3 -0.51 -7.30 1.59
C4 -1.58 -6.56 -0.53
C5 -0.55 -4.84 0.97
C6 -1.05 -3.74 0.25
C7 -0.40 -2.54 0.34
Se1 -0.79 -1.08 -0.83
C8 -2.20 -0.04 -0.08
C9 -3.52 -0.42 -0.15
C10 -4.51 0.49 0.25
C11 -4.10 1.75 0.68
C12 -2.77 2.19 0.74
C13 -1.84 1.24 0.35
O1 -0.47 1.49 0.35
C14 -2.40 3.58 1.26
C15 -3.64 4.47 1.41
C16 -1.75 3.42 2.64
C17 -1.43 4.28 0.31
C18 -5.98 0.07 0.21
C19 -6.17 -1.11 1.17
C20 -6.33 -0.36 -1.22
C21 -6.92 1.20 0.62
C22 0.76 -2.41 1.11
O2 1.33 -1.15 1.09
C23 1.34 -3.46 1.79
C24 0.63 -4.67 1.69
C25 2.68 -3.35 2.51
C26 2.72 -2.14 3.45
C27 2.97 -4.60 3.35
C28 3.77 -3.22 1.44
H1 -3.19 -6.91 1.67
H2 -3.24 -5.21 1.22
H3 -2.45 -5.70 2.72
H4 -1.07 -8.23 1.49
H5 -0.36 -7.13 2.66
H6 0.46 -7.46 1.12
H7 -2.05 -7.54 -0.56
H8 -0.67 -6.61 -1.11
H9 -2.27 -5.86 -1.02
H10 -1.94 -3.85 -0.36
H11 -3.80 -1.40 -0.52
H12 -4.86 2.45 0.99
H13 -4.31 4.13 2.19
H14 -4.20 4.56 0.48
H15 -3.32 5.48 1.69
H16 -2.46 3.00 3.36
H17 -1.43 4.39 3.01
H18 -0.87 2.76 2.60
H19 -1.84 4.35 -0.70
H20 -0.46 3.78 0.27
H21 -1.26 5.30 0.67
H22 -5.56 -1.97 0.89
H23 -7.21 -1.43 1.15
H24 -5.92 -0.83 2.19
H25 -5.75 -1.22 -1.55
H26 -6.18 0.45 -1.93
H27 -7.38 -0.65 -1.26
H28 -6.76 1.50 1.66
H29 -7.95 0.86 0.54
H30 -6.81 2.08 -0.02
H31 1.03 -5.52 2.21
H32 1.88 -2.16 4.15
H33 2.73 -1.18 2.92
H34 3.64 -2.18 4.04
H35 2.19 -4.80 4.08
H36 3.90 -4.45 3.90
H37 3.11 -5.49 2.74
H38 3.65 -2.30 0.86
H39 3.75 -4.07 0.75
H40 4.75 -3.19 1.91
C29 2.60 5.45 2.34
Si1 2.69 4.59 3.99
C30 4.42 4.23 4.53
C31 1.71 5.53 5.25
C32 1.80 2.88 3.80
C33 1.15 2.27 4.88
C34 0.48 1.06 4.78
C35 0.42 0.42 3.56
N1 1.04 1.00 2.52
C36 1.72 2.15 2.63
S1 2.46 2.38 1.04
H41 2.76 6.52 2.52
H42 1.63 5.34 1.87
H43 3.38 5.13 1.64
H44 4.98 5.16 4.63
H45 4.95 3.60 3.82
H46 4.44 3.74 5.50
H47 2.28 6.42 5.54
H48 1.51 4.98 6.17
H49 0.76 5.87 4.85
H50 1.17 2.76 5.85
H51 0.00 0.61 5.64
H52 -0.10 -0.51 3.39
C37 -0.39 2.01 -2.98
C38 0.23 3.35 -2.58
C39 1.47 3.73 -3.40
C40 2.73 2.96 -3.04
N2 2.77 1.62 -3.65
C41 2.75 0.43 -3.05
Se2 2.89 0.05 -1.21
N3 2.90 -0.54 -3.96
C42 3.02 -1.99 -3.71
C43 1.71 -2.69 -3.41
C44 0.70 -2.77 -4.56
C45 -0.03 -1.47 -4.89
C46 3.05 0.05 -5.21
C47 3.26 -0.50 -6.48
C48 3.38 0.39 -7.52
C49 3.31 1.79 -7.31
C50 3.10 2.33 -6.07
C51 2.97 1.42 -5.02
H53 -1.40 1.91 -2.59
H54 0.20 1.15 -2.63
H55 -0.45 1.92 -4.07
H56 0.50 3.36 -1.52
H57 -0.52 4.13 -2.71
H58 1.70 4.79 -3.26
H59 1.25 3.61 -4.46
H60 2.83 2.81 -1.96
H61 3.62 3.49 -3.38
H62 3.75 -2.13 -2.91
H63 3.47 -2.40 -4.62
H64 1.25 -2.23 -2.54
H65 1.98 -3.71 -3.11
H66 -0.04 -3.53 -4.30
H67 1.20 -3.15 -5.45
H68 -0.53 -1.06 -4.00
H69 -0.80 -1.64 -5.64
H70 0.62 -0.70 -5.28
H71 3.32 -1.56 -6.64
H72 3.55 0.02 -8.52
H73 3.43 2.44 -8.16
H74 3.06 3.40 -5.92

HOMO level ... -15.97 eV
Net charge ... +3
Energy above the lowest of the compared OMol25 structures with the same formula, charge and spin ... 20.5 kcal per mole

Mulliken population analysis, charges in e, atoms 1 to 6: -1.170 -1.574 1.788 -2.092 -1.621 -0.866

| no. | molar mass (g mol⁻¹) |
| --- | --- |
| 1 | 1084.20 |
| 2 | 811.30 |
| 3 | 1163.08 |